Computed, not measured: 13 unconnected molecules or ions with the total composition C72H151N9O12 in a non-equilibrium geometry, with the ωB97M-V functional and the def2-TZVPD basis.

Results
Molar mass ... 1335.05 g/mol
Charge ... 0
E ... -4229.1533 hartree
E_LUMO ... 0.29 eV
HOMO level ... -7.963 eV

Bonds (Å) are listed after each position.
CARTESIAN COORDINATES (ANGSTROEM)
1 C 0.17 -1.88 -4.01  O2 1.456, H7 1.123, H8 1.074, H9 1.158
2 O -0.18 -1.16 -5.23  C1 1.456, C3 1.427
3 C -0.98 -1.88 -6.16  O2 1.427, C4 1.501, H10 1.067, H11 1.157
4 C -1.72 -1.03 -7.14  C3 1.501, O5 1.372, H12 1.117, H13 1.106
5 O -2.66 -0.24 -6.53  C4 1.372, C6 1.441
6 C -3.86 -0.96 -6.19  O5 1.441, H14 1.096, H15 1.077, H16 1.141
7 H -0.77 -2.46 -3.78  C1 1.123
8 H 0.34 -1.16 -3.24  C1 1.074
9 H 1.08 -2.57 -4.20  C1 1.158
10 H -1.65 -2.56 -5.68  C3 1.067
11 H -0.30 -2.60 -6.76  C3 1.157
12 H -2.13 -1.70 -7.94  C4 1.117
13 H -0.93 -0.39 -7.57  C4 1.106
14 H -4.44 -0.30 -5.54  C6 1.096
15 H -3.69 -1.95 -5.81  C6 1.077
16 H -4.51 -1.06 -7.12  C6 1.141
17 C 3.52 -0.20 3.48  O18 1.418, H23 1.094, H24 1.096, H25 1.089
18 O 3.54 -1.15 4.53  C17 1.418, C19 1.414
19 C 4.59 -2.07 4.29  O18 1.414, C20 1.471, H26 1.124, H27 1.130
20 C 5.08 -2.70 5.53  C19 1.471, O21 1.399, H28 1.050, H29 1.100
21 O 5.75 -1.78 6.33  C20 1.399, C22 1.411
22 C 6.25 -2.33 7.53  O21 1.411, H30 1.115, H31 1.106, H32 1.089
23 H 4.49 0.31 3.48  C17 1.094
24 H 2.63 0.42 3.61  C17 1.096
25 H 3.37 -0.64 2.50  C17 1.089
26 H 5.43 -1.48 3.83  C19 1.124
27 H 4.34 -2.83 3.50  C19 1.130
28 H 5.75 -3.48 5.32  C20 1.050
29 H 4.23 -3.16 6.05  C20 1.100
30 H 6.80 -1.49 8.00  C22 1.115
31 H 6.96 -3.17 7.44  C22 1.106
32 H 5.51 -2.67 8.26  C22 1.089
33 C 0.10 -0.34 0.53  O34 1.403, H39 1.045, H40 1.106, H41 1.124
34 O -0.55 0.90 0.54  C33 1.403, C35 1.408
35 C -0.21 1.88 -0.41  O34 1.408, C36 1.523, H42 1.035, H43 1.092
36 C -1.27 1.89 -1.50  C35 1.523, O37 1.395, H44 1.119, H45 1.098
37 O -1.10 0.79 -2.33  C36 1.395, C38 1.431
38 C -2.01 0.69 -3.43  O37 1.431, H46 1.070, H47 1.098, H48 1.171
39 H -0.26 -0.87 1.35  C33 1.045
40 H 1.17 -0.21 0.76  C33 1.106
41 H 0.10 -0.86 -0.47  C33 1.124
42 H 0.71 1.71 -0.85  C35 1.035
43 H -0.10 2.83 0.12  C35 1.092
44 H -1.26 2.79 -2.17  C36 1.119
45 H -2.27 1.93 -1.04  C36 1.098
46 H -1.52 0.21 -4.26  C38 1.070
47 H -2.39 1.68 -3.70  C38 1.098
48 H -2.94 -0.02 -3.32  C38 1.171
49 C 0.55 5.34 0.97  O50 1.390, H55 1.075, H56 1.077, H57 1.127
50 O 1.13 4.26 1.63  C49 1.390, C51 1.438
51 C 1.77 4.70 2.84  O50 1.438, C52 1.499, H58 1.143, H59 1.100
52 C 2.20 3.48 3.60  C51 1.499, O53 1.430, H60 1.091, H61 1.106
53 O 2.43 3.82 4.97  C52 1.430, C54 1.396
54 C 3.08 2.86 5.75  O53 1.396, H62 1.135, H63 1.121, H64 1.111
55 H -0.23 5.85 1.50  C49 1.075
56 H 0.06 4.98 0.08  C49 1.077
57 H 1.30 6.12 0.65  C49 1.127
58 H 1.04 5.34 3.45  C51 1.143
59 H 2.65 5.33 2.65  C51 1.100
60 H 3.08 3.02 3.15  C52 1.091
61 H 1.34 2.80 3.46  C52 1.106
62 H 4.02 2.47 5.26  C54 1.135
63 H 2.41 2.00 6.01  C54 1.121
64 H 3.40 3.44 6.65  C54 1.111
65 C 5.56 -4.31 0.18  C66 1.543, H76 1.053, H77 1.153, H78 1.076
66 C 4.17 -4.93 -0.05  C65 1.543, C67 1.549, N71 1.485, C75 1.532
67 C 3.05 -3.99 0.44  C66 1.549, C68 1.485, H79 1.080, H80 1.113
68 C 1.66 -4.39 0.09  C67 1.485, C69 1.561, H81 1.077, H82 1.089
69 C 1.54 -4.69 -1.43  C68 1.561, C70 1.545, H83 1.110, H84 1.148
70 C 2.66 -5.61 -1.96  C69 1.545, N71 1.516, C73 1.541, C74 1.535
71 N 4.00 -5.04 -1.53  C66 1.485, C70 1.516, O72 1.420
72 O 5.04 -5.80 -2.11  N71 1.420, H94 0.973
73 C 2.41 -7.07 -1.55  C70 1.541, H85 1.053, H86 1.118, H87 1.034
74 C 2.62 -5.54 -3.49  C70 1.535, H88 1.087, H89 1.108, H90 1.102
75 C 4.12 -6.21 0.80  C66 1.532, H91 1.088, H92 1.095, H93 1.086
76 H 6.23 -5.12 0.24  C65 1.053
77 H 5.62 -3.72 1.17  C65 1.153
78 H 5.91 -3.59 -0.54  C65 1.076
79 H 3.10 -3.64 1.46  C67 1.080
80 H 3.28 -3.05 -0.11  C67 1.113
81 H 0.99 -3.61 0.42  C68 1.077
82 H 1.34 -5.25 0.67  C68 1.089
83 H 1.72 -3.73 -1.97  C69 1.110
84 H 0.60 -5.28 -1.72  C69 1.148
85 H 3.19 -7.70 -1.87  C73 1.053
86 H 2.23 -7.22 -0.45  C73 1.118
87 H 1.51 -7.30 -2.00  C73 1.034
88 H 2.94 -4.56 -3.84  C74 1.087
89 H 3.27 -6.31 -3.93  C74 1.108
90 H 1.60 -5.71 -3.89  C74 1.102
91 H 4.27 -7.07 0.15  C75 1.088
92 H 3.19 -6.28 1.37  C75 1.095
93 H 4.94 -6.16 1.51  C75 1.086
94 H 5.62 -5.10 -2.48  O72 0.973
95 C -5.16 2.81 -4.24  C96 1.534, H106 1.103, H107 1.105, H108 1.105
96 C -5.17 3.94 -3.20  C95 1.534, C97 1.538, N101 1.479, C105 1.551
97 C -5.31 3.38 -1.78  C96 1.538, C98 1.570, H109 1.123, H110 1.079
98 C -5.13 4.50 -0.69  C97 1.570, C99 1.474, H111 1.092, H112 1.070
99 C -3.77 5.06 -0.76  C98 1.474, C100 1.553, H113 1.096, H114 1.086
100 C -3.53 5.68 -2.17  C99 1.553, N101 1.480, C103 1.518, C104 1.523
101 N -3.90 4.70 -3.21  C96 1.479, C100 1.480, O102 1.458
102 O -3.81 5.36 -4.51  N101 1.458, H124 0.981
103 C -4.24 7.01 -2.34  C100 1.518, H115 1.091, H116 1.104, H117 1.064
104 C -2.04 5.99 -2.30  C100 1.523, H118 1.113, H119 1.081, H120 1.092
105 C -6.40 4.82 -3.54  C96 1.551, H121 1.122, H122 1.110, H123 1.134
106 H -4.21 2.25 -4.16  C95 1.103
107 H -5.22 3.30 -5.22  C95 1.105
108 H -6.01 2.12 -4.14  C95 1.105
109 H -6.25 2.78 -1.64  C97 1.123
110 H -4.46 2.74 -1.59  C97 1.079
111 H -5.45 4.22 0.31  C98 1.092
112 H -5.84 5.28 -0.84  C98 1.070
113 H -3.00 4.33 -0.51  C99 1.096
114 H -3.55 5.83 -0.04  C99 1.086
115 H -5.32 6.95 -2.19  C103 1.091
116 H -3.87 7.72 -1.58  C103 1.104
117 H -4.02 7.43 -3.29  C103 1.064
118 H -1.68 6.47 -3.24  C104 1.113
119 H -1.72 6.56 -1.43  C104 1.081
120 H -1.45 5.08 -2.30  C104 1.092
121 H -6.22 5.47 -4.44  C105 1.122
122 H -6.59 5.42 -2.63  C105 1.110
123 H -7.34 4.24 -3.76  C105 1.134
124 H -3.42 4.68 -5.10  O102 0.981
125 C 0.76 -2.92 3.58  C126 1.569, H136 1.089, H137 1.120, H138 1.081
126 C -0.28 -2.84 4.76  C125 1.569, C127 1.554, N131 1.497, C135 1.561
127 C 0.39 -2.64 6.15  C126 1.554, C128 1.563, H139 1.140, H140 1.070
128 C 0.54 -1.13 6.52  C127 1.563, C129 1.571, H141 1.108, H142 1.088
129 C -0.83 -0.39 6.33  C128 1.571, C130 1.542, H143 1.101, H144 1.129
130 C -1.29 -0.44 4.86  C129 1.542, N131 1.467, C133 1.548, C134 1.497
131 N -1.39 -1.87 4.55  C126 1.497, C130 1.467, O132 1.390
132 O -1.85 -2.03 3.25  N131 1.390, H154 0.965
133 C -2.69 0.21 4.79  C130 1.548, H145 1.090, H146 1.087, H147 1.127
134 C -0.28 0.24 3.99  C130 1.497, H148 1.087, H149 1.085, H150 1.087
135 C -0.97 -4.24 4.68  C126 1.561, H151 1.069, H152 1.084, H153 1.089
136 H 1.37 -3.80 3.79  C125 1.089
137 H 1.52 -2.11 3.70  C125 1.120
138 H 0.24 -2.98 2.64  C125 1.081
139 H -0.20 -3.20 6.95  C127 1.140
140 H 1.38 -3.04 6.16  C127 1.070
141 H 1.42 -0.73 5.98  C128 1.108
142 H 0.79 -1.18 7.57  C128 1.088
143 H -0.61 0.65 6.63  C129 1.101
144 H -1.58 -0.91 7.00  C129 1.129
145 H -2.53 1.22 5.17  C133 1.090
146 H -3.17 0.37 3.83  C133 1.087
147 H -3.43 -0.42 5.37  C133 1.127
148 H -0.26 1.32 4.14  C134 1.087
149 H 0.74 -0.05 4.23  C134 1.085
150 H -0.59 0.10 2.95  C134 1.087
151 H -0.26 -5.02 4.88  C135 1.069
152 H -1.41 -4.36 3.70  C135 1.084
153 H -1.75 -4.29 5.44  C135 1.089
154 H -2.77 -2.29 3.32  O132 0.965
155 C 4.75 2.24 -2.53  C156 1.522, H166 1.107, H167 1.078, H168 1.087
156 C 5.13 2.13 -1.07  C155 1.522, C157 1.530, N161 1.450, C165 1.535
157 C 4.06 1.38 -0.27  C156 1.530, C158 1.576, H169 1.083, H170 1.109
158 C 4.15 -0.18 -0.47  C157 1.576, C159 1.515, H171 1.111, H172 1.112
159 C 5.53 -0.62 -0.03  C158 1.515, C160 1.589, H173 1.101, H174 1.070
160 C 6.73 0.10 -0.79  C159 1.589, N161 1.466, C163 1.489, C164 1.513
161 N 6.39 1.52 -0.69  C156 1.450, C160 1.466, O162 1.419
162 O 7.46 2.24 -1.28  N161 1.419, H184 0.984
163 C 7.95 -0.15 0.02  C160 1.489, H175 1.043, H176 1.143, H177 1.050
164 C 6.80 -0.43 -2.21  C160 1.513, H178 1.078, H179 1.070, H180 1.103
165 C 5.14 3.56 -0.50  C156 1.535, H181 1.096, H182 1.100, H183 1.091
166 H 4.74 1.22 -2.97  C155 1.107
167 H 5.45 2.84 -3.08  C155 1.078
168 H 3.79 2.74 -2.49  C155 1.087
169 H 4.16 1.65 0.77  C157 1.083
170 H 3.06 1.74 -0.58  C157 1.109
171 H 3.95 -0.44 -1.53  C158 1.111
172 H 3.34 -0.64 0.14  C158 1.112
173 H 5.72 -1.70 -0.15  C159 1.101
174 H 5.64 -0.20 0.94  C159 1.070
175 H 7.90 0.33 0.94  C163 1.043
176 H 8.19 -1.25 0.20  C163 1.143
177 H 8.78 0.28 -0.45  C163 1.050
178 H 7.43 -1.30 -2.13  C164 1.078
179 H 5.82 -0.65 -2.59  C164 1.070
180 H 7.38 0.26 -2.85  C164 1.103
181 H 5.35 3.58 0.57  C165 1.096
182 H 4.14 3.97 -0.66  C165 1.100
183 H 5.79 4.25 -1.05  C165 1.091
184 H 7.34 2.21 -2.25  O162 0.984
185 C -3.55 -0.22 0.62  C186 1.544, H190 1.090, H191 1.075, H192 1.100
186 C -5.09 -0.12 0.56  C185 1.544, C187 1.546, H193 1.075, H194 1.076
187 C -5.70 0.31 1.91  C186 1.546, C188 1.502, H195 1.134, H196 1.092
188 C -5.77 1.77 2.26  C187 1.502, N189 1.144
189 N -5.73 2.86 2.61  C188 1.144
190 H -3.39 -1.18 1.11  C185 1.090
191 H -3.15 0.64 1.13  C185 1.075
192 H -3.12 -0.14 -0.39  C185 1.100
193 H -5.51 -1.07 0.26  C186 1.075
194 H -5.35 0.51 -0.27  C186 1.076
195 H -5.03 -0.15 2.70  C187 1.134
196 H -6.70 -0.11 1.98  C187 1.092
197 C -2.37 4.06 2.29  C198 1.475, H202 1.081, H203 1.110, H204 1.062
198 C -2.73 4.66 3.59  C197 1.475, C199 1.620, H205 1.124, H206 1.080
199 C -3.31 6.16 3.37  C198 1.620, C200 1.466, H207 1.061, H208 1.078
200 C -2.32 7.03 2.74  C199 1.466, N201 1.154
201 N -1.67 7.79 2.15  C200 1.154
202 H -1.66 3.26 2.45  C197 1.081
203 H -1.92 4.77 1.58  C197 1.110
204 H -3.25 3.64 1.86  C197 1.062
205 H -1.75 4.79 4.12  C198 1.124
206 H -3.45 4.07 4.15  C198 1.080
207 H -3.58 6.66 4.27  C199 1.061
208 H -4.16 6.06 2.71  C199 1.078
209 C -7.10 -2.63 -2.15  C210 1.548, H214 1.103, H215 1.084, H216 1.097
210 C -6.66 -3.64 -3.25  C209 1.548, C211 1.580, H217 1.095, H218 1.086
211 C -5.41 -4.48 -2.75  C210 1.580, C212 1.436, H219 1.041, H220 1.059
212 C -4.19 -3.79 -3.05  C211 1.436, N213 1.159
213 N -3.15 -3.34 -3.30  C212 1.159
214 H -7.52 -3.27 -1.36  C209 1.103
215 H -7.78 -1.85 -2.47  C209 1.084
216 H -6.26 -2.09 -1.70  C209 1.097
217 H -6.41 -3.06 -4.14  C210 1.095
218 H -7.46 -4.26 -3.64  C210 1.086
219 H -5.33 -5.41 -3.21  C211 1.041
220 H -5.55 -4.64 -1.72  C211 1.059
221 C -3.10 -5.97 0.06  C222 1.526, H226 1.139, H227 1.063, H228 1.106
222 C -1.92 -5.03 0.28  C221 1.526, C223 1.557, H229 1.061, H230 1.110
223 C -2.44 -3.57 0.49  C222 1.557, C224 1.477, H231 1.098, H232 1.066
224 C -3.62 -3.59 1.38  C223 1.477, N225 1.166
225 N -4.59 -3.57 2.03  C224 1.166
226 H -2.95 -6.98 0.56  C221 1.139
227 H -3.34 -6.00 -0.98  C221 1.063
228 H -4.00 -5.58 0.56  C221 1.106
229 H -1.24 -4.99 -0.54  C222 1.061
230 H -1.36 -5.22 1.22  C222 1.110
231 H -2.61 -3.03 -0.44  C223 1.098
232 H -1.74 -2.98 1.04  C223 1.066
233 C 1.74 3.84 -4.43  C234 1.528, H238 1.070, H239 1.088, H240 1.078
234 C 1.24 2.41 -4.60  C233 1.528, C235 1.528, H241 1.145, H242 1.111
235 C 0.47 2.10 -5.88  C234 1.528, C236 1.474, H243 1.101, H244 1.094
236 C -0.80 2.83 -5.90  C235 1.474, N237 1.136
237 N -1.82 3.35 -5.91  C236 1.136
238 H 0.91 4.52 -4.46  C233 1.070
239 H 2.48 4.12 -5.17  C233 1.088
240 H 2.19 3.93 -3.46  C233 1.078
241 H 0.46 2.16 -3.80  C234 1.145
242 H 2.05 1.64 -4.58  C234 1.111
243 H 0.33 1.01 -5.92  C235 1.101
244 H 0.99 2.48 -6.77  C235 1.094